Record 1
The following is a quantum chemistry calculation of a cluster of 3 separate species, C5H19N2O2 in total in a non-equilibrium geometry, from the OMol25 dataset.

Geometry as XYZ:
```
28
C5H19N2O2 ωB97M-V with the def2-TZVPD basis set
N -0.3535 -0.4283 0.8675
C -0.0450 -0.5084 -0.6256
C 0.2265 0.8776 -1.2240
C 1.6215 1.3972 -0.9135
C -0.0576 0.9120 -2.7648
C 0.9206 -1.6004 -1.0232
N 0.4028 -2.9104 -0.6889
H -0.6273 -1.3740 1.1263
H -1.1412 0.1976 0.7948
H 0.3907 0.0002 1.4092
H -0.9950 -0.8627 -1.0061
H -0.5116 1.5627 -0.7902
H 1.8972 1.0238 0.0862
H 1.6534 2.4681 -0.7180
H 2.4404 1.1234 -1.5743
H 0.4951 1.7594 -3.1480
H -1.1114 0.9636 -3.0306
H 0.2620 -0.0649 -3.1082
H 1.9408 -1.4965 -0.6445
H 1.1278 -1.4468 -2.0863
H -0.2687 -3.3301 -1.3170
H 1.1713 -3.5669 -0.6689
H -3.5412 0.4376 2.1358
H -2.3638 0.9823 2.9115
O -2.5821 0.4916 2.1105
H 0.9548 1.4958 3.6933
H -0.1746 2.1625 2.9280
O 0.3410 1.3485 2.9640
```

Summary:
net charge = +1
frontier orbital gap = 10.4 eV
calculated total energy = -12562.606 eV
HOMO energy = -13.21 eV

Record 2
The following is a quantum chemistry calculation of a structure of composition C12H14CeFIN2 in a non-equilibrium geometry, from the OMol25 dataset.

Geometry as XYZ:
```
31
C12H14CeFIN2 ωB97M-V with the def2-TZVPD basis set
C -2.9730 -1.1970 -3.4371
C -2.0223 1.7979 -0.7874
H -2.5912 -1.1529 -4.4713
H -3.2984 -0.0913 -3.2122
H -3.9395 -1.7163 -3.4389
H -1.3699 2.6638 -0.6662
H -2.7373 2.0442 -1.5844
H -2.6796 1.6718 0.0764
C 1.2021 -2.5241 -0.6817
C 2.4477 -3.0391 -0.3212
C 3.2962 -2.2323 0.4357
C 2.8208 -0.9887 0.8277
H 0.5327 -3.1289 -1.3395
H 2.7478 -4.0356 -0.6430
H 4.3001 -2.5374 0.7357
H 3.4340 -0.3366 1.4319
N 0.7329 -1.3157 -0.3285
C 1.5137 -0.5621 0.5122
C 0.9600 0.6543 1.2287
N -0.3523 0.9748 1.0706
C -0.8233 2.0610 1.6928
C 1.2419 2.5437 2.7905
C -0.0748 2.9016 2.5152
H -1.7896 2.5676 1.5366
H -0.6416 3.7701 2.8247
C 1.7595 1.4083 2.1511
H 2.7654 1.0686 2.4054
H 1.7939 3.1442 3.5147
Ce -1.8901 -0.3142 -1.6092
I -1.1593 -3.1130 -2.9822
F -3.2066 -0.9867 -0.2471
```

Summary:
net charge = +2
frontier orbital gap (spin up / spin down) = 3.6 / 3.6 eV
calculated total energy = -39377.387 eV
HOMO energy (spin up / spin down) = -14.95 / -14.95 eV

Record 3
The following is a quantum chemistry calculation of a structure of composition C27H18InN2O5PSe, from the OMol25 dataset.

Geometry as XYZ:
```
55
C27H18InN2O5PSe ωB97M-V with the def2-TZVPD basis set
In 0.8737 0.7254 -2.9535
O -1.0732 2.6218 -1.0346
C -0.7908 2.0065 -0.0638
C -1.4371 1.7389 1.2482
C -2.6196 2.1488 1.8454
C -2.8755 1.6374 3.1073
C -1.9816 0.7634 3.7367
C -0.7970 0.3659 3.1340
C -0.5444 0.8804 1.8784
P 0.6919 0.8737 0.5835
C 1.8728 2.1927 1.0479
C 2.6616 2.0837 2.1946
C 3.5237 3.1043 2.5479
C 3.6245 4.2374 1.7468
C 2.8562 4.3477 0.6014
C 1.9751 3.3310 0.2569
C 1.8008 -0.5439 0.5200
C 3.1306 -0.3791 0.1429
C 3.9878 -1.4696 0.1482
C 3.5212 -2.7090 0.5488
C 2.1976 -2.8695 0.9409
C 1.3261 -1.7970 0.9097
H -3.3097 2.8133 1.3461
H -3.7907 1.9057 3.6171
H -2.2313 0.3829 4.7181
H -0.1215 -0.3225 3.6208
H 2.6028 1.1930 2.8092
H 4.1248 3.0176 3.4427
H 4.3069 5.0309 2.0199
H 2.9380 5.2239 -0.0273
H 1.3718 3.4338 -0.6370
H 3.5038 0.5894 -0.1618
H 5.0079 -1.3489 -0.1857
H 4.1888 -3.5596 0.5434
H 1.8370 -3.8391 1.2556
H 0.2858 -1.9237 1.1809
Se 5.0488 -2.2741 -3.3852
C 3.6195 -1.2385 -3.2661
N 2.6708 -0.5523 -3.1894
O -1.8828 -1.4475 0.6378
C -1.5996 -1.0809 -0.4956
O -0.5560 -0.3854 -0.8124
C -2.5324 -1.4113 -1.6370
C -2.6707 -0.5646 -2.7305
C -3.5542 -0.8681 -3.7572
C -4.3016 -2.0327 -3.7073
C -4.1501 -2.8595 -2.6062
C -3.2959 -2.5695 -1.5607
N -4.9464 -4.1003 -2.5417
O -4.7849 -4.8215 -1.5789
O -5.7299 -4.3121 -3.4462
H -2.0966 0.3527 -2.7609
H -3.6641 -0.1959 -4.5967
H -4.9922 -2.3047 -4.4907
H -3.2203 -3.2215 -0.7048
```

Summary:
frontier orbital gap = 6.7 eV
calculated total energy = -121314.196 eV
HOMO energy = -7.83 eV

Record 4
The following is a quantum chemistry calculation of a structure of composition C2H4CoO2 in a non-equilibrium geometry, from the OMol25 dataset.

Geometry as XYZ:
```
9
C2H4CoO2 ωB97M-V with the def2-TZVPD basis set
O -0.9428 -1.0335 0.3133
H -1.5653 -1.7192 0.0375
O 0.6811 0.9275 0.8085
Co -0.4037 -0.2277 2.1665
H 1.3078 1.6558 0.9094
C 0.5765 0.5058 -0.5110
C -0.2284 -0.5238 -0.7571
H -0.7208 -0.4880 -1.7453
H 1.2956 0.9032 -1.2218
```

Summary:
net charge = +2
2S+1 = 4
frontier orbital gap (spin up / spin down) = 8.2 / 5.8 eV
calculated total energy = -43838.057 eV
HOMO energy (spin up / spin down) = -19.69 / -19.10 eV

Record 5
The following is a quantum chemistry calculation of a cluster of 2 separate species, C3H4N2O in total, from the OMol25 dataset.

Geometry as XYZ:
```
10
C3H4N2O ωB97M-V with the def2-TZVPD basis set
O -0.3439 2.3701 -0.0213
C -0.1960 1.2197 0.6196
N 0.3093 0.6365 1.6002
C 0.3398 -1.6906 -0.0903
C 0.1213 -1.8963 -1.2567
N -1.0418 1.0625 -0.4627
H 0.8399 1.2520 2.2088
H 0.5191 -1.4657 0.9404
H -0.0353 -2.2363 -2.2547
H -0.5124 0.7481 -1.2833
```

Summary:
frontier orbital gap = 11.5 eV
calculated total energy = -8198.203 eV
HOMO energy = -10.66 eV
SMILES = [H]/N=C1/NO1.C#C

Record 6
The following is a quantum chemistry calculation of a structure of composition C18H26N2O2S, from the OMol25 dataset.

Geometry as XYZ:
```
49
C18H26N2O2S ωB97M-V with the def2-TZVPD basis set
C -2.1825 -6.8220 -1.2123
C -2.2412 -5.6432 -1.4296
C -2.1707 -4.2090 -1.5113
C -1.0335 -3.6037 -1.9510
C -0.8902 -2.1766 -2.0168
O 0.3060 -1.6626 -2.4489
C 1.3551 -1.8882 -1.4829
C 2.5389 -0.9974 -1.8019
C 3.4901 -0.8099 -0.5854
C 3.5409 -1.9970 0.3868
C -1.9040 -1.3458 -1.6508
C -1.7748 0.1528 -1.6710
C -1.2901 0.6394 -0.2787
C -3.1126 -1.9658 -1.2117
N -4.2009 -1.2992 -0.8187
S -5.3017 -2.4001 -0.4153
N -4.4801 -3.7666 -0.7033
C -3.2849 -3.3880 -1.1304
H -2.0901 -7.8618 -1.0122
H -0.2183 -4.2471 -2.2540
H 1.6718 -2.9327 -1.5154
H 0.9378 -1.6790 -0.4945
H 3.1391 -1.4558 -2.5917
H 2.2156 -0.0245 -2.1701
H 3.1740 0.0832 -0.0448
H 4.5005 -0.6639 -0.9681
H 3.5546 -2.9623 -0.1201
H 2.6462 -1.9940 1.0147
H 4.3902 -1.9288 1.0643
H -2.7545 0.5814 -1.8763
H -1.0628 0.4460 -2.4383
H -1.7828 0.0293 0.4781
H -0.2076 0.5366 -0.2239
H -1.5799 1.6751 -0.1031
C -0.7110 3.7859 3.7517
C 0.7601 3.6302 3.4052
O 0.9962 3.2610 2.0589
C 0.5416 4.1753 1.0784
C 1.1925 5.5456 1.1629
H -1.2652 2.8871 3.4776
H -0.8275 3.9578 4.8222
H -1.1656 4.6299 3.2304
H 1.1901 2.8263 4.0031
H 1.3143 4.5416 3.6570
H -0.5506 4.2618 1.1127
H 0.7885 3.7179 0.1195
H 0.9084 6.0764 2.0730
H 0.8883 6.1585 0.3140
H 2.2793 5.4522 1.1582
```

Summary:
frontier orbital gap = 7.9 eV
calculated total energy = -36995.559 eV
HOMO energy = -8.45 eV

Record 7
The following is a quantum chemistry calculation of the molecule C5H10O2, from the OMol25 dataset.

Geometry as XYZ:
```
17
C5H10O2 ωB97M-V with the def2-TZVPD basis set
C -1.7474 -0.2889 -0.9032
C -0.8443 0.7501 -0.2872
O -1.1327 1.9316 -0.3059
C 0.4884 0.3299 0.3562
C 0.2879 -0.7737 1.3969
C 1.4512 -0.1284 -0.7493
O 1.0322 1.4542 1.0033
H -1.2353 -0.8126 -1.7178
H -2.6404 0.2033 -1.2924
H -2.0368 -1.0413 -0.1622
H -0.4393 -0.4659 2.1553
H 1.2436 -0.9518 1.8993
H -0.0412 -1.7140 0.9421
H 2.4332 -0.2970 -0.2970
H 1.5596 0.6517 -1.5104
H 1.1258 -1.0568 -1.2316
H 0.4956 2.2096 0.7040
```

Summary:
frontier orbital gap = 10.9 eV
calculated total energy = -9442.292 eV
HOMO energy = -10.06 eV
SMILES = CC(=O)C(C)(C)O